16
Properties=species:S:1:pos:R:3:forces:R:3 method="wB97M-V/def2-TZVPD" total_charge=0 smiles="C=C1C=CCC1.[H][H]" multiplicity=1 homo_lumo_gap_ha=0.3543 energy_ev=-6382.36914 de_lowest_kj_mol=143.8 e_homo_ha=-0.309
C 0.8709 0.9011 1.6389 -0.080 -0.045 -0.058
C -0.5210 -1.0342 0.8704 -0.048 -0.016 -0.081
C -1.2920 -1.3161 -0.1832 0.069 0.011 0.100
C -1.3097 -0.1993 -1.1973 -0.012 0.009 -0.034
C -0.2935 0.8237 -0.6347 0.021 0.060 -0.019
C 0.1029 0.2903 0.7343 0.056 0.070 0.094
H 1.2843 1.8912 1.4629 -0.068 -0.145 -0.004
H 1.1050 0.4311 2.5909 -0.048 0.042 -0.151
H -0.3652 -1.6733 1.7347 -0.036 0.084 -0.136
H 3.0500 -0.2261 -1.0075 -0.009 0.013 0.045
H -1.8658 -2.2299 -0.3108 0.091 0.129 0.035
H -2.3172 0.2275 -1.2864 0.136 -0.063 0.018
H -1.0339 -0.5545 -2.1975 -0.042 0.046 0.148
H -0.7107 1.8331 -0.5654 0.056 -0.151 0.000
H 0.5917 0.8857 -1.2781 -0.124 -0.017 0.102
H 2.7042 -0.0504 -0.3713 0.038 -0.030 -0.058

16
Properties=species:S:1:pos:R:3:forces:R:3 method="wB97M-V/def2-TZVPD" total_charge=0 smiles="C=CCCC=C" multiplicity=1 homo_lumo_gap_ha=0.3919 energy_ev=-6382.28363 de_lowest_kj_mol=152.0 e_homo_ha=-0.346
C 2.2437 -0.8812 0.2528 2.658 -1.419 0.731
C 1.4959 -0.0745 -0.4391 -0.877 0.466 -1.464
C 0.6333 1.0089 0.1468 0.159 0.066 -0.469
C -0.8442 1.0278 -0.2617 -0.481 1.227 1.126
C -1.6116 -0.0127 0.4680 -1.395 -2.186 0.227
C -2.0068 -1.1440 -0.1856 -0.672 -0.338 0.848
H 2.3372 -0.8173 1.3325 -0.294 0.007 0.057
H 3.0392 -1.5430 -0.2045 -1.363 0.609 0.321
H 1.5492 -0.2126 -1.5417 -0.322 0.488 0.708
H 1.0449 1.9666 -0.1387 0.316 0.354 -0.390
H 0.7194 1.0350 1.2306 -0.081 -0.370 0.216
H -1.2139 2.0549 0.0103 0.116 -0.856 -0.349
H -1.0303 0.8667 -1.3143 0.354 0.130 -0.410
H -1.8763 0.0973 1.5914 0.834 -0.222 -1.976
H -2.4693 -2.0278 0.3459 0.427 1.325 -0.326
H -2.0105 -1.3441 -1.2926 0.618 0.719 1.152

> Look up the multiplicity of the second one.

1

Copy entry 2 word for word.
16
Properties=species:S:1:pos:R:3:forces:R:3 method="wB97M-V/def2-TZVPD" total_charge=0 smiles="C=CCCC=C" multiplicity=1 homo_lumo_gap_ha=0.3919 energy_ev=-6382.28363 de_lowest_kj_mol=152.0 e_homo_ha=-0.346
C 2.2437 -0.8812 0.2528 2.658 -1.419 0.731
C 1.4959 -0.0745 -0.4391 -0.877 0.466 -1.464
C 0.6333 1.0089 0.1468 0.159 0.066 -0.469
C -0.8442 1.0278 -0.2617 -0.481 1.227 1.126
C -1.6116 -0.0127 0.4680 -1.395 -2.186 0.227
C -2.0068 -1.1440 -0.1856 -0.672 -0.338 0.848
H 2.3372 -0.8173 1.3325 -0.294 0.007 0.057
H 3.0392 -1.5430 -0.2045 -1.363 0.609 0.321
H 1.5492 -0.2126 -1.5417 -0.322 0.488 0.708
H 1.0449 1.9666 -0.1387 0.316 0.354 -0.390
H 0.7194 1.0350 1.2306 -0.081 -0.370 0.216
H -1.2139 2.0549 0.0103 0.116 -0.856 -0.349
H -1.0303 0.8667 -1.3143 0.354 0.130 -0.410
H -1.8763 0.0973 1.5914 0.834 -0.222 -1.976
H -2.4693 -2.0278 0.3459 0.427 1.325 -0.326
H -2.0105 -1.3441 -1.2926 0.618 0.719 1.152

Please write out number 1 again, unchanged.
16
Properties=species:S:1:pos:R:3:forces:R:3 method="wB97M-V/def2-TZVPD" total_charge=0 smiles="C=C1C=CCC1.[H][H]" multiplicity=1 homo_lumo_gap_ha=0.3543 energy_ev=-6382.36914 de_lowest_kj_mol=143.8 e_homo_ha=-0.309
C 0.8709 0.9011 1.6389 -0.080 -0.045 -0.058
C -0.5210 -1.0342 0.8704 -0.048 -0.016 -0.081
C -1.2920 -1.3161 -0.1832 0.069 0.011 0.100
C -1.3097 -0.1993 -1.1973 -0.012 0.009 -0.034
C -0.2935 0.8237 -0.6347 0.021 0.060 -0.019
C 0.1029 0.2903 0.7343 0.056 0.070 0.094
H 1.2843 1.8912 1.4629 -0.068 -0.145 -0.004
H 1.1050 0.4311 2.5909 -0.048 0.042 -0.151
H -0.3652 -1.6733 1.7347 -0.036 0.084 -0.136
H 3.0500 -0.2261 -1.0075 -0.009 0.013 0.045
H -1.8658 -2.2299 -0.3108 0.091 0.129 0.035
H -2.3172 0.2275 -1.2864 0.136 -0.063 0.018
H -1.0339 -0.5545 -2.1975 -0.042 0.046 0.148
H -0.7107 1.8331 -0.5654 0.056 -0.151 0.000
H 0.5917 0.8857 -1.2781 -0.124 -0.017 0.102
H 2.7042 -0.0504 -0.3713 0.038 -0.030 -0.058

> What is the multiplicity in the second record?

1